Record 1
The following is a quantum chemistry calculation of a molecular structure, C12F36Li4N6O24S12 at a distorted geometry, from the Open Molecules 2025 dataset.

```
94
Properties=species:S:1:pos:R:3:forces:R:3
Li -1.978 2.603 1.605 -0.37 0.15 0.19
Li 1.127 2.181 4.691 0.40 -0.35 -0.75
Li -1.775 2.048 -0.772 0.33 -0.74 -2.47
Li 3.943 4.752 1.343 -0.60 -1.18 0.50
C 0.546 4.339 -1.285 -0.75 -0.99 -1.30
F 0.953 3.282 -2.002 -0.08 1.01 1.05
F 1.302 5.405 -1.581 -0.22 -0.61 0.77
F -0.732 4.605 -1.622 1.41 -0.18 0.70
S 0.504 3.938 0.634 -1.90 2.86 -2.07
O 1.832 4.074 1.227 -0.82 -0.45 -0.72
O -0.456 4.951 1.081 0.97 -2.17 0.10
N -0.319 2.321 0.505 2.33 3.60 1.27
S 0.884 1.467 1.132 2.44 -3.34 -0.79
O 2.110 1.494 0.303 -2.75 -0.01 2.29
O 0.932 1.699 2.592 0.07 0.08 -0.59
C 0.072 -0.246 0.972 -0.06 -1.72 -1.36
F 0.907 -1.199 1.318 0.45 0.53 0.36
F -0.968 -0.320 1.804 -0.15 0.84 -0.07
F -0.323 -0.510 -0.292 0.57 1.25 1.30
C -5.732 -2.214 -3.933 1.50 -2.51 -0.96
F -5.613 -0.949 -3.806 -0.69 1.95 0.12
F -6.880 -2.623 -4.505 -0.25 0.78 0.74
F -4.783 -2.620 -4.826 -0.17 0.05 0.88
S -5.510 -3.084 -2.279 0.19 0.70 1.90
O -6.378 -2.479 -1.262 0.74 -0.41 -1.94
O -5.739 -4.462 -2.660 0.14 1.14 0.08
N -3.852 -2.622 -1.817 -3.66 1.25 -2.06
S -3.381 -3.963 -1.295 0.54 -3.95 3.88
O -4.259 -4.538 -0.229 1.56 1.05 -1.38
O -2.960 -4.898 -2.293 0.80 -0.23 -0.11
C -1.802 -3.533 -0.272 -1.28 -1.83 -0.14
F -1.498 -4.652 0.506 -0.66 1.74 -0.49
F -0.766 -3.364 -1.041 0.85 0.61 -0.43
F -1.989 -2.450 0.501 0.21 -0.59 0.21
C 7.472 -6.038 0.718 -1.26 7.13 0.49
F 6.809 -6.855 0.094 -2.15 -4.94 -2.81
F 6.718 -5.757 1.849 1.84 -0.14 -0.48
F 8.695 -6.358 0.942 1.48 -0.95 1.03
S 7.429 -4.392 -0.520 -1.25 -1.70 -1.83
O 8.019 -3.321 0.252 -0.23 -0.56 -0.37
O 8.003 -4.716 -1.845 -0.11 -0.07 2.49
N 5.712 -4.429 -0.873 1.85 1.72 1.61
S 5.224 -3.027 -0.201 -0.58 1.41 0.49
O 5.356 -3.034 1.274 -0.81 0.21 -1.62
O 5.768 -1.846 -0.891 -0.73 -1.02 0.67
C 3.217 -2.771 -0.557 4.45 -0.79 -1.28
F 2.914 -2.973 -1.826 0.05 0.78 -0.69
F 2.573 -3.648 0.100 -1.79 -1.17 2.24
F 3.005 -1.525 -0.185 -0.59 0.25 0.05
C 4.645 0.472 3.001 -1.04 -1.03 0.46
F 5.239 0.604 1.843 0.52 0.48 0.50
F 3.494 -0.185 2.769 0.29 0.84 0.54
F 5.346 -0.241 3.894 -0.27 1.02 -1.10
S 4.331 2.256 3.816 0.80 -0.90 -2.53
O 5.639 2.590 4.353 -1.90 -0.19 -0.37
O 3.876 3.128 2.683 -0.02 -0.85 2.08
N 3.046 1.861 4.958 1.51 1.25 -3.21
S 3.850 1.585 6.271 0.67 -0.24 4.98
O 4.543 0.338 6.411 -0.88 0.06 -0.47
O 4.591 2.742 6.710 -0.99 -0.11 0.25
C 2.283 1.490 7.548 3.64 -1.26 0.61
F 2.797 1.666 8.797 -0.26 -0.23 -0.96
F 1.491 2.478 7.316 -1.95 2.03 -0.79
F 1.588 0.365 7.552 -0.03 -0.26 -0.34
C -4.466 0.118 1.707 -0.62 0.41 0.24
F -5.485 0.869 2.185 1.17 -0.18 -0.32
F -3.444 0.131 2.626 -0.65 0.62 -1.14
F -4.888 -1.098 1.587 0.14 -0.52 -0.30
S -4.007 0.758 -0.085 -0.71 -0.14 -2.94
O -2.858 0.093 -0.653 -0.13 0.28 1.51
O -5.215 0.723 -0.915 2.06 0.37 2.94
N -3.322 2.346 0.170 -2.59 -0.56 1.16
S -4.497 3.435 -0.161 -0.13 1.35 -1.94
O -4.625 3.737 -1.557 0.99 0.26 0.64
O -5.744 3.176 0.464 -0.10 0.08 1.69
C -3.703 5.046 0.599 1.18 0.70 -2.90
F -4.663 5.962 0.692 0.52 -0.56 0.53
F -3.029 4.872 1.730 -0.63 -0.34 0.96
F -2.717 5.588 -0.266 -2.12 -1.10 1.07
C -4.128 2.009 -4.345 3.42 -4.41 -0.22
F -4.450 3.198 -4.573 -0.96 3.09 -0.27
F -4.719 1.476 -3.301 -0.50 0.39 0.21
F -4.399 1.239 -5.420 -0.27 0.36 0.03
S -2.179 1.811 -4.040 -1.72 -0.10 -1.05
O -1.498 2.563 -5.114 -1.10 -1.47 1.66
O -2.075 2.475 -2.735 0.44 -0.73 0.77
N -2.066 0.067 -3.960 -0.82 4.40 -0.68
S -0.650 -0.150 -4.639 0.72 -3.69 -0.45
O -0.465 0.205 -6.008 -0.01 0.45 -0.61
O 0.364 0.147 -3.682 1.28 0.62 0.51
C -0.599 -2.084 -4.745 1.10 1.85 0.46
F -1.442 -2.645 -5.562 -0.50 -0.08 -1.35
F 0.688 -2.362 -5.121 -0.92 0.00 0.00
F -0.817 -2.598 -3.573 0.14 -0.47 1.44
```
Positions in Å, forces in eV/Å.

Calculated values
- DFT total energy: -299190.932 eV
- Lowest unoccupied orbital energy: 0.47 eV
- Total charge: -2

Atomic partial charges in e from the Löwdin method, atoms 1 to 4: atom 1 (Li): 0.666, atom 2 (Li): 0.758, atom 3 (Li): 0.554, atom 4 (Li): 0.859

Record 2
The following is a quantum chemistry calculation of 2 unconnected molecules or ions with the total composition C12H10BCl2F5N2O7S2 at a distorted geometry, from the Open Molecules 2025 dataset.

```
41
Properties=species:S:1:pos:R:3:forces:R:3
O 1.565 -1.215 -2.987 -0.64 0.61 -1.70
C 1.917 -1.597 -1.939 0.45 -0.52 1.01
Cl 3.153 -2.821 -1.808 0.25 -0.15 0.23
C 1.351 -1.100 -0.634 -0.42 -0.55 -0.58
C -0.131 -0.957 -0.748 0.31 0.49 0.13
C -0.858 -1.954 -1.387 -0.20 0.33 0.10
N -2.165 -1.920 -1.522 0.08 -0.19 -0.03
N -2.780 -0.864 -1.064 -0.55 0.27 -0.01
S -4.523 -0.913 -1.222 -0.31 -0.17 0.16
C -2.194 0.184 -0.454 1.06 -0.17 -0.13
S -3.248 1.550 0.107 -0.81 0.83 1.05
O -2.456 2.599 0.646 0.59 0.00 -0.40
O -4.295 1.025 0.918 -0.11 -0.66 -0.22
C -4.045 2.292 -1.441 0.54 -0.62 -0.35
F -5.323 2.016 -1.472 -0.31 0.15 0.04
F -3.849 3.583 -1.416 -0.02 0.36 0.10
F -3.439 1.776 -2.518 -0.01 0.02 -0.09
C -0.797 0.163 -0.227 -0.70 -0.20 -0.05
C -0.029 1.194 0.544 0.42 0.03 -0.07
C 0.576 2.358 -0.291 -0.09 -0.80 0.11
C -0.170 2.782 -1.543 0.21 0.72 0.21
Cl 0.652 2.253 -3.024 -0.06 -0.32 -0.21
H 1.828 -0.152 -0.460 0.30 0.18 0.32
H 1.594 -1.786 0.167 0.05 0.14 0.44
H -0.362 -2.816 -1.795 -0.06 -0.26 -0.12
H -4.517 -1.464 -2.445 0.33 -0.03 -0.03
H -0.585 1.556 1.389 -0.42 0.16 0.07
H 0.814 0.671 0.980 0.12 -0.22 0.24
H 1.560 2.024 -0.595 0.28 0.15 -0.09
H 0.728 3.187 0.386 -0.07 0.24 0.07
H -1.191 2.445 -1.586 -0.23 -0.25 -0.08
H -0.206 3.861 -1.598 -0.04 0.21 -0.04
B 4.292 -2.468 4.028 0.37 -0.23 0.37
O 4.577 -1.596 2.818 -0.14 0.04 -0.06
C 3.462 -1.301 2.238 -0.01 0.14 -0.16
O 3.285 -0.634 1.243 0.34 0.28 -0.04
C 2.300 -1.957 2.997 -0.13 -0.23 0.26
O 1.140 -1.867 2.659 -0.12 0.03 -0.17
O 2.785 -2.611 4.008 -0.13 0.13 -0.17
F 4.697 -1.832 5.172 -0.07 0.12 0.02
F 4.888 -3.693 3.874 -0.05 -0.06 -0.12
```
Positions in Å, forces in eV/Å.

Calculated values
- DFT total energy: -90899.872 eV
- Lowest unoccupied orbital energy: -3.29 eV

Atomic partial charges in e from the Löwdin method, atoms 1 to 4: atom 1 (O): 0.069, atom 2 (C): -0.838, atom 3 (Cl): 0.752, atom 4 (C): -0.116

Record 3
The following is a quantum chemistry calculation of a molecular structure, C12H10BiClF5 at a distorted geometry, from the Open Molecules 2025 dataset.

```
29
Properties=species:S:1:pos:R:3:forces:R:3
C -2.445 -1.292 -0.268 -0.73 0.14 -0.95
C -1.839 -1.475 -1.576 -1.02 1.26 0.04
C -1.620 -0.164 -2.165 -1.44 -0.72 2.16
H -1.533 -2.442 -2.001 -0.20 0.63 0.24
C -2.069 0.832 -1.216 -0.28 -1.57 0.14
C -2.572 0.135 -0.039 -0.87 0.21 -0.76
H -3.009 0.608 0.881 0.54 -0.58 -1.25
H -2.733 -2.097 0.454 0.37 0.95 -0.89
H -1.131 0.033 -3.098 0.12 0.02 -0.16
H -1.959 1.920 -1.302 -0.10 -0.58 -0.01
Bi -0.154 -0.464 0.273 1.10 0.37 -1.72
Cl 0.058 -2.572 1.514 0.11 -1.39 1.24
C 2.343 -0.213 0.093 0.13 0.18 -1.02
C 1.951 1.054 -0.533 0.37 -1.20 -0.62
C 1.484 0.769 -1.863 0.82 -1.55 1.36
H 1.977 2.038 -0.046 0.00 -0.57 -0.33
C 1.577 -0.667 -2.076 0.89 0.79 1.36
C 2.107 -1.276 -0.882 0.37 1.71 -0.64
H 2.253 -2.342 -0.688 -0.09 0.47 -0.14
H 2.713 -0.354 1.129 -0.14 0.13 -1.02
H 1.045 1.492 -2.535 0.05 -0.06 -0.02
H 1.218 -1.211 -2.947 0.11 0.17 0.19
F -1.411 0.419 2.629 -0.01 1.02 1.03
C -0.332 1.005 1.991 1.83 -1.43 0.51
F -0.633 2.253 1.548 -0.13 0.25 0.74
C 0.902 1.004 2.963 -0.95 0.06 -0.71
F 1.285 -0.280 3.289 -0.49 1.93 -0.23
F 1.992 1.626 2.389 -1.36 -0.56 1.13
F 0.533 1.658 4.083 0.98 -0.12 0.32
```
Positions in Å, forces in eV/Å.

Calculated values
- DFT total energy: -44555.407 eV
- Lowest unoccupied orbital energy: 3.51 eV
- Total charge: -1

Atomic partial charges in e from the Löwdin method, atoms 1 to 4: atom 1 (C): -0.329, atom 2 (C): -0.240, atom 3 (C): -0.210, atom 4 (H): 0.092